(1)
Computed, not measured: a 6-piece molecular cluster, C21H27F3O18 overall in a non-equilibrium geometry, with ωB97M-V/def2-TZVPD.

Summary:
- relative energy (zero: lowest compared OMol25 entry of this formula, charge and spin) (kJ/mol) = 36.9
- Kohn-Sham gap (eV) = 10.7
- LUMO energy (eV) = 0.0
- E_HOMO (eV) = -10.62
- SMILES = O=C1OC[C@@H](F)O1.O=C1OC[C@@H](F)O1.O=C1OC[C@@H](F)O1.C[C@H]1COC(=O)O1.C[C@H]1COC(=O)O1.C[C@H]1COC(=O)O1

Geometry as ORCA input:
```
! wB97M-V def2-TZVPD RIJCOSX def2/J DEFGRID3
* xyz 0 1
C 7.00 13.67 11.69
C 6.99 13.66 10.18
O 7.28 15.00 9.81
C 6.99 15.86 10.95
O 6.88 17.03 10.91
O 6.70 15.02 12.05
F 5.76 13.29 9.65
H 8.03 13.47 11.99
H 6.30 13.00 12.20
H 7.73 13.00 9.72
C 10.82 13.64 10.09
C 12.15 12.95 9.70
O 12.37 12.04 10.80
C 11.59 12.36 11.85
O 11.75 11.93 12.95
O 10.70 13.28 11.46
F 13.17 13.89 9.66
H 10.02 13.20 9.50
H 10.83 14.74 10.03
H 12.17 12.34 8.79
C 7.52 9.76 6.00
C 7.01 10.97 6.76
O 8.25 11.62 7.09
C 9.27 10.70 7.07
O 10.34 11.02 7.49
O 8.88 9.56 6.49
F 6.42 10.72 7.99
H 7.58 10.01 4.94
H 6.94 8.82 6.08
H 6.26 11.54 6.20
C 12.56 10.22 16.20
C 12.69 8.75 15.92
C 11.83 8.18 14.78
O 12.67 7.20 14.16
C 13.97 7.60 14.39
O 14.91 7.09 13.87
O 14.03 8.47 15.39
H 12.64 10.83 15.27
H 13.25 10.60 16.95
H 11.57 10.39 16.66
H 12.59 8.14 16.84
H 11.49 8.96 14.08
H 10.98 7.64 15.18
C 10.17 18.13 9.85
C 9.55 18.73 8.56
C 8.30 19.54 8.68
O 8.36 20.55 7.57
C 9.74 20.63 7.25
O 10.30 21.47 6.56
O 10.42 19.73 8.02
H 9.47 17.47 10.39
H 10.56 18.96 10.41
H 11.04 17.56 9.49
H 9.51 17.92 7.82
H 8.16 20.05 9.64
H 7.43 18.89 8.47
C 16.01 15.31 12.69
C 14.57 15.04 12.61
C 13.87 14.70 13.93
O 12.58 15.28 13.75
C 12.67 16.25 12.80
O 11.82 17.09 12.63
O 13.86 16.26 12.21
H 16.26 16.10 13.42
H 16.47 15.60 11.75
H 16.50 14.39 13.01
H 14.34 14.29 11.84
H 14.39 15.17 14.79
H 13.81 13.61 14.09
*
```

(2)
Computed, not measured: C13H19AsF5FeO3S4Sb as an isolated structure, with ωB97M-V/def2-TZVPD.

Summary:
- <S²> = 0.884
- Kohn-Sham gap (alpha / beta) (eV) = 6.5 / 6.6
- LUMO energy (alpha / beta) (eV) = 2.4 / 2.5
- E_HOMO (alpha / beta) (eV) = -4.11 / -4.11

Geometry as ORCA input:
```
! wB97M-V def2-TZVPD RIJCOSX def2/J DEFGRID3
* xyz -1 2
Fe 0.42 -1.42 0.08
S -3.79 -3.07 0.32
Sb -2.49 -1.97 1.80
S -1.40 -0.20 0.55
S -0.19 -3.17 1.36
C 1.95 -3.74 -1.30
O 2.19 -2.52 -0.58
C 2.95 -1.60 -1.35
C 3.08 -0.36 -0.51
O 1.77 0.12 -0.26
C 1.74 1.27 0.59
H 2.91 -4.21 -1.52
H 1.39 -3.54 -2.21
H 1.37 -4.38 -0.64
H 2.42 -1.38 -2.28
H 3.93 -2.02 -1.58
H 3.66 0.41 -1.05
H 3.57 -0.59 0.44
H 2.23 2.10 0.08
H 2.23 1.05 1.54
H 0.69 1.49 0.77
F -2.25 0.94 -6.07
C -1.71 0.32 -5.00
C -1.63 -1.06 -4.95
F -2.10 -1.79 -5.98
C -1.08 -1.69 -3.85
F -1.01 -3.03 -3.85
C -0.57 -0.99 -2.74
O -0.07 -1.67 -1.76
C -0.65 0.41 -2.84
F -0.12 1.20 -1.90
C -1.20 1.04 -3.94
F -1.24 2.39 -3.99
C -2.76 1.59 3.91
As -0.81 1.70 3.71
C -0.47 2.83 5.29
C -0.84 3.17 2.41
S 0.98 -1.77 2.26
H -3.18 2.56 4.14
H -3.01 0.87 4.69
H -3.18 1.22 2.97
H -1.12 3.71 5.31
H 0.57 3.16 5.28
H -0.64 2.25 6.19
H -1.51 3.97 2.73
H -1.18 2.78 1.45
H 0.16 3.58 2.29
*
```

(3)
Computed, not measured: C3H13BCl2CrN3O14 as an isolated structure in a non-equilibrium geometry, with ωB97M-V/def2-TZVPD.

Summary:
- <S²> = 6.009
- relative energy (zero: lowest compared OMol25 entry of this formula, charge and spin) (kJ/mol) = 0.0
- Kohn-Sham gap (alpha / beta) (eV) = 7.9 / 8.5
- LUMO energy (alpha / beta) (eV) = 1.7 / 1.6
- E_HOMO (alpha / beta) (eV) = -6.23 / -6.82

Geometry as ORCA input:
```
! wB97M-V def2-TZVPD RIJCOSX def2/J DEFGRID3
* xyz -1 5
Cr -0.48 0.49 0.09
Cl -1.45 2.55 -2.30
O -1.55 3.23 -1.03
O -1.41 1.12 -2.04
O -2.59 2.84 -3.13
O -0.23 2.96 -2.96
Cl 0.82 -1.92 2.71
O 1.91 -2.76 2.23
O -0.37 -2.69 2.91
O 1.22 -1.27 3.92
O 0.56 -0.93 1.67
B -2.09 1.22 1.63
H -2.74 2.10 1.26
H -2.36 0.98 2.73
H -2.17 0.25 1.03
H -0.96 1.48 1.64
C 2.41 3.30 -1.28
N 1.83 2.94 0.04
O 1.03 2.01 0.05
O 2.19 3.51 1.03
H 1.77 4.09 -1.69
H 2.32 2.43 -1.92
H 3.42 3.64 -1.12
C 2.57 -2.32 -0.79
N 2.26 -0.97 -1.33
O 1.14 -0.55 -1.16
O 3.12 -0.36 -1.91
H 1.63 -2.66 -0.36
H 3.23 -2.14 0.05
H 3.01 -2.97 -1.54
C -2.63 -3.36 0.56
N -2.56 -2.11 -0.22
O -1.47 -1.61 -0.36
O -3.58 -1.61 -0.59
H -2.77 -3.10 1.60
H -1.65 -3.82 0.49
H -3.37 -4.01 0.11
*
```

Table of calculated total energy (Ha), in record order: -2470.40085 -6564.35618 -3328.68680